{"formula": "C3H6NS2", "method": "ωB97M-V/def2-TZVPD", "total_charge": 1, "relative_energy_kcal_mol": 36.24, "e_lumo_ev": [-5.71, -5.71], "species": ["C", "C", "C", "N", "S", "S", "H", "H", "H", "H", "H", "H"], "positions_angstrom": [[-0.708, -0.764, 0.852], [-0.549, 0.506, 1.361], [1.041, 1.607, -0.525], [0.042, -1.670, 0.266], [0.599, 1.802, 1.120], [2.153, 2.745, -0.989], [-1.726, -1.127, 0.815], [-1.362, 0.640, 2.013], [0.424, 0.834, -0.943], [1.063, -1.629, 0.202], [-0.295, -2.599, 0.074], [2.174, 2.643, -2.365]], "nbo_charge": [0.1187, -0.6355, -0.4871, -0.7460, 0.6418, 0.3223, 0.2240, 0.2690, 0.2791, 0.4015, 0.4229, 0.1893]}